Here is C22H30F6N11O4S2Zn as an isolated structure from OMol25. Energies are from ωB97M-V/def2-TZVPD.

```
76
Properties=species:S:1:pos:R:3:forces:R:3
Zn -0.599057 1.880926 -1.893242 0.76 -1.65 -0.39
C -1.825254 1.246266 1.857310 0.03 -0.10 -0.49
F -2.813306 1.655596 1.050758 0.09 0.27 0.04
F -1.263698 2.298510 2.401938 -0.02 0.05 0.38
F -2.356064 0.436610 2.748906 0.35 -0.05 0.37
S -0.622516 0.282752 0.797314 -1.44 -0.14 -1.32
O 0.188424 -0.548152 1.610246 0.76 0.42 0.47
O -1.480522 -0.377789 -0.137096 -0.20 -0.16 -0.15
N 0.101317 1.497598 -0.106415 0.44 -1.08 2.26
S 1.470707 2.044859 0.592044 1.08 1.91 -0.01
O 1.769625 3.321731 0.011603 -0.29 -0.29 -0.57
O 1.485273 1.955722 2.013671 -0.26 -0.64 -0.27
C 2.853121 0.948274 -0.033590 -1.25 -0.13 0.62
F 2.603290 0.580118 -1.286170 0.33 -0.08 -0.02
F 3.963075 1.641235 0.046366 0.51 0.10 -0.12
F 2.943467 -0.124558 0.740736 0.16 -0.19 -0.17
C 2.542407 0.284160 4.461634 0.39 0.15 -0.88
C 1.795618 1.484418 4.798755 -0.43 0.13 0.27
N 1.229388 2.448238 5.065458 0.07 -0.27 -0.01
H 2.995599 -0.166097 5.337483 0.07 -0.01 0.04
H 3.298993 0.594921 3.732894 0.24 -0.07 0.36
H 1.968063 -0.448319 3.894419 -0.39 0.07 0.32
C 2.639587 3.837170 -4.657205 0.38 -0.28 -0.50
C 1.921610 3.022790 -3.705136 -0.06 0.18 -0.06
N 1.336998 2.435875 -2.917418 -1.23 0.38 0.28
H 3.415066 3.251722 -5.153772 0.08 -0.06 0.23
H 3.088543 4.678060 -4.136157 -0.05 0.14 -0.09
H 1.978098 4.151762 -5.462491 -0.18 0.22 0.21
C -0.872173 -2.006745 4.570919 -0.76 0.04 -1.04
C -2.326120 -1.870679 4.714347 -0.19 0.18 0.60
N -3.448050 -1.680592 4.886201 0.36 -0.11 -0.23
H -0.436978 -2.604261 5.361133 0.08 0.16 0.19
H -0.473593 -0.998944 4.464895 0.29 -0.07 0.38
H -0.707811 -2.492244 3.606329 0.21 -0.12 0.12
C 0.214157 -4.127462 0.581196 0.53 -0.59 -0.42
C 0.448185 -3.759492 -0.809135 -0.05 0.22 -0.30
N 0.633567 -3.466377 -1.905386 -0.11 0.01 0.21
H -0.158732 -5.151590 0.591046 -0.31 0.12 0.12
H -0.481494 -3.435714 1.034730 -0.09 0.05 0.20
H 1.180212 -4.148008 1.084472 -0.09 0.26 0.20
C -4.060495 -3.042297 -0.299113 0.34 0.54 0.17
C -3.433205 -4.351089 -0.198844 -0.46 0.30 -0.13
N -2.924873 -5.373726 -0.140859 0.33 -0.41 0.07
H -3.255661 -2.301978 -0.347215 -0.11 0.05 -0.03
H -4.658418 -2.804274 0.580295 -0.02 -0.16 0.00
H -4.675611 -2.942661 -1.190413 -0.02 -0.21 -0.03
C -5.242550 1.434766 4.331139 -0.40 0.00 0.09
C -5.308387 0.663447 3.097424 0.01 -0.33 -0.94
N -5.362295 0.051283 2.119332 0.03 0.56 0.63
H -4.285500 1.277005 4.820197 -0.07 -0.17 0.15
H -6.081668 1.113119 4.949722 0.28 -0.11 0.25
H -5.385693 2.502631 4.172157 0.09 -0.03 -0.32
C -1.012119 -1.971512 -4.153722 -0.32 0.30 -0.44
C -0.485310 -0.847210 -3.412906 0.16 -1.02 -0.46
N -0.124617 0.056579 -2.823502 -0.35 1.07 0.37
H -1.768222 -2.441486 -3.528618 0.08 -0.25 -0.06
H -0.253394 -2.674407 -4.481728 0.23 0.00 0.40
H -1.481818 -1.564281 -5.054085 -0.10 -0.05 0.10
C -5.150348 1.528137 -1.165970 0.12 0.25 -0.97
C -3.737825 1.469613 -1.501722 -1.88 -0.18 0.57
N -2.638100 1.410879 -1.754555 2.31 1.04 -0.98
H -5.483973 0.615579 -0.681834 0.07 0.10 0.38
H -5.674598 1.640578 -2.120965 -0.08 -0.08 0.13
H -5.323937 2.443716 -0.605504 -0.09 -0.21 0.36
C 4.890139 -1.786244 -2.542301 -0.15 -0.61 -0.44
C 3.648171 -1.587664 -3.288383 0.50 0.00 0.58
N 2.686670 -1.429556 -3.884524 -0.58 0.18 -0.40
H 5.041009 -2.860514 -2.419216 0.02 0.04 -0.03
H 4.859462 -1.354248 -1.547857 0.02 0.31 -0.08
H 5.703523 -1.404934 -3.156619 0.15 0.16 0.31
C 5.078727 2.927215 -2.381359 -0.13 0.45 -0.38
C 6.216305 2.100760 -2.024958 -0.08 0.15 0.11
N 7.126589 1.463853 -1.748757 0.15 -0.26 0.05
H 5.233737 3.331710 -3.382378 0.05 -0.11 -0.03
H 4.966083 3.784086 -1.718386 0.09 -0.15 0.21
H 4.159179 2.350835 -2.367565 0.00 -0.10 0.03
```
Forces are in eV/Å.

lowest unoccupied orbital energy: -3.92 eV
E_HOMO: -13.18 eV
frontier orbital gap: 0.340 Eh
total charge: +1

---

Here is C5H7NOS in the gas phase from OMol25. Energies are from ωB97M-V/def2-TZVPD.

```
15
Properties=species:S:1:pos:R:3:forces:R:3
N -1.837348 -0.236378 0.133232 4.00 3.02 -0.84
C -1.165585 -1.336451 -0.248484 1.03 -2.37 -0.32
C 0.177262 -1.709082 -0.236721 0.87 -1.32 0.82
C 1.160527 -0.730920 0.015796 -2.31 2.80 -0.46
S 2.752021 -0.770291 -0.087390 1.30 -0.62 0.14
C 0.401432 0.598048 0.343428 4.46 0.62 1.63
C 1.212082 1.875933 0.033886 -2.92 2.26 0.56
O -0.012553 1.441688 -0.718486 0.46 -0.89 0.49
H -1.662775 0.788908 -0.017386 0.65 -1.78 0.04
H -2.738737 -0.320367 0.224872 -6.04 -1.27 0.24
H -1.879216 -2.088006 -0.574347 0.16 -0.41 0.43
H 0.767706 -2.728535 -0.173685 -2.53 1.36 -1.02
H -0.152159 0.283873 1.353173 0.82 1.97 -2.16
H 2.181094 2.037069 -0.538489 -1.48 -1.02 0.76
H 0.796242 2.894513 0.490601 1.53 -2.35 -0.29
```
Forces are in eV/Å.

lowest unoccupied orbital energy: -0.14 eV
E_HOMO: -8.14 eV
SMILES string: N/C=C\C(=S)[C@H]1CO1
frontier orbital gap: 0.294 Eh
total charge: 0

---

Here is C4H15NSi2 in the gas phase from OMol25. Energies are from ωB97M-V/def2-TZVPD.

```
22
Properties=species:S:1:pos:R:3:forces:R:3
C 2.105003 0.354314 -1.606677 -0.22 0.25 -2.45
C 0.660938 0.282626 -1.204592 -0.51 1.11 2.86
Si -0.500064 -0.239692 -2.554546 -1.35 3.61 2.26
Si 0.455381 -0.731840 0.489246 1.63 -2.25 -0.41
N -0.658241 -0.151784 1.608490 0.53 0.44 0.72
C -0.124876 0.634562 2.710865 0.68 0.71 1.41
C -2.059321 -0.254856 1.271365 0.22 0.01 0.02
H 2.443832 -0.587599 -1.985376 0.50 -0.75 0.00
H 2.117550 0.999931 -2.484826 0.10 0.01 -0.49
H 2.871322 0.817206 -1.049348 0.47 0.18 1.71
H 0.326664 1.391445 -0.982107 0.32 -2.10 -0.15
H -0.781581 -1.531615 -2.832100 -0.75 -3.11 0.01
H 0.051097 0.150030 -3.783233 0.51 0.98 -1.52
H -1.767265 0.618324 -2.047166 1.00 -1.16 -1.02
H 1.760951 -0.981822 1.324503 -0.71 0.83 -0.99
H 0.173857 -2.314366 0.338619 -0.12 1.67 -0.57
H 1.005255 0.453153 2.826706 -1.78 0.17 -0.25
H -0.253424 1.749319 2.724372 0.00 -0.58 -0.94
H -0.582301 0.418245 3.696980 0.09 -0.62 -0.43
H -2.656433 -0.722150 2.043265 -0.27 0.70 0.97
H -2.417918 0.738896 0.928788 -0.47 -0.88 0.01
H -2.170426 -1.092329 0.566770 0.14 0.77 -0.75
```
Forces are in eV/Å.

lowest unoccupied orbital energy: 0.84 eV
E_HOMO: -8.56 eV
SMILES string: C[C@@H]([SiH3])[SiH2]N(C)C
frontier orbital gap: 0.345 Eh
total charge: 0

---

Here is C26H32FeN7O2SSe as an isolated structure from OMol25. Energies are from ωB97M-V/def2-TZVPD.

```
70
Properties=species:S:1:pos:R:3:forces:R:3
Fe 0.186823 -0.424469 2.760360 0.56 -1.84 -0.83
N -6.195477 -1.690369 0.470860 -0.45 0.20 0.02
C -4.968077 -2.175069 0.772660 0.62 -0.05 0.05
C -4.568077 -3.449669 0.342760 0.07 0.13 0.10
C -3.268677 -3.864469 0.522460 0.13 0.05 -0.03
C -2.348977 -3.042969 1.161460 0.79 0.06 0.19
C -2.755977 -1.829669 1.682560 0.23 0.14 0.19
C -4.050177 -1.389669 1.489760 -0.11 -0.14 -0.10
S -0.636877 -3.549369 1.021360 -0.63 0.72 0.04
O -0.435577 -4.788569 1.696560 -0.19 -0.19 0.13
O -0.334277 -3.435469 -0.382640 -0.01 -0.20 -0.10
N 0.198223 -2.298969 1.780360 -1.18 0.47 0.46
C 1.521923 -2.432169 1.668060 1.66 0.27 -0.11
N 2.080123 -3.547969 1.210660 -0.32 -0.36 -0.15
C 3.386223 -3.619569 1.132160 0.31 0.32 0.14
C 4.210323 -2.563369 1.518160 -0.15 0.12 0.05
C 3.564423 -1.427469 1.976960 0.46 -0.07 0.03
N 2.242723 -1.332069 2.050260 -1.13 -0.10 0.25
H -6.841177 -2.227269 -0.078640 -0.03 0.08 0.10
H -6.477777 -0.792069 0.820460 -0.11 -0.13 -0.10
H -5.277477 -4.091769 -0.154540 -0.09 -0.09 -0.10
H -2.931977 -4.816369 0.147560 -0.06 -0.22 -0.12
H -2.046877 -1.214969 2.245360 -0.39 -0.09 -0.28
H -4.358777 -0.422669 1.854160 -0.03 0.15 0.12
H 3.784423 -4.555769 0.759260 0.11 0.01 -0.02
H 5.285323 -2.630369 1.477660 0.03 0.06 -0.03
H 4.131623 -0.559569 2.298160 -0.03 -0.01 0.01
C 0.618923 4.615631 -0.313840 -0.02 0.02 0.16
C 1.561523 4.705331 0.883060 0.07 -0.04 -0.18
C 2.822523 3.850031 0.749160 -0.23 -0.10 0.16
C 2.638023 2.351031 1.001860 0.47 0.55 0.53
N 1.837823 1.677531 0.010560 -0.80 -0.48 -0.03
C 0.586223 1.207531 0.161060 0.38 -0.09 -0.45
Se -0.481277 1.526231 1.654060 -0.56 0.99 0.18
N 0.194023 0.565031 -0.960040 0.35 0.55 0.72
C -1.034077 -0.212969 -0.965340 -0.96 -0.68 -0.01
C -1.656877 -0.514569 -2.320740 0.31 0.31 -0.13
C -2.042477 0.718631 -3.140840 -0.16 -0.13 0.15
C -3.211877 1.478131 -2.526440 0.15 -0.02 -0.14
C 1.231023 0.625331 -1.873640 0.88 0.35 -0.08
C 1.392823 0.188031 -3.185040 -0.02 -0.06 -0.06
C 2.589323 0.468331 -3.815440 -0.14 -0.07 0.03
C 3.625023 1.147931 -3.173140 0.04 0.05 0.15
C 3.485923 1.590431 -1.873940 -0.03 0.02 -0.03
C 2.274823 1.334431 -1.245940 -0.22 -0.37 -0.69
H -0.054777 5.468331 -0.324240 -0.11 0.03 -0.04
H 0.004323 3.718031 -0.278840 -0.06 -0.04 -0.11
H 1.178023 4.619731 -1.247340 0.02 0.01 -0.14
H 1.022723 4.440631 1.795560 0.05 0.06 0.08
H 1.886723 5.741331 0.984560 -0.02 0.02 0.08
H 3.557923 4.195431 1.478160 0.09 -0.05 -0.03
H 3.249123 4.001731 -0.244040 0.10 0.02 -0.01
H 2.171723 2.185331 1.979860 0.12 0.01 -0.24
H 3.622523 1.872731 1.002860 -0.13 -0.09 0.02
H -1.756577 0.352931 -0.366840 0.19 -0.20 -0.05
H -0.826377 -1.170569 -0.465840 -0.06 0.35 -0.09
H -2.557677 -1.094669 -2.106840 0.05 -0.08 0.02
H -0.995577 -1.167469 -2.886440 -0.06 -0.14 -0.01
H -2.325177 0.388431 -4.142440 0.09 0.03 -0.03
H -1.191777 1.393931 -3.244440 0.11 0.00 -0.12
H -4.035477 0.794331 -2.338640 -0.18 -0.03 0.09
H -3.564177 2.254131 -3.200740 -0.04 0.10 -0.01
H -2.931177 1.955631 -1.590440 -0.03 0.06 0.16
H 0.623023 -0.344669 -3.711140 -0.10 -0.06 -0.05
H 2.724223 0.152131 -4.838140 0.01 -0.06 -0.07
H 4.545923 1.331531 -3.702840 0.09 0.03 -0.05
H 4.274023 2.127131 -1.369840 0.09 0.04 0.01
N 0.639323 -0.802369 5.884260 -0.58 0.43 -1.38
C 0.313523 -0.555369 4.798960 0.74 -0.49 1.50
H 0.898323 -1.008269 6.825260 0.03 -0.06 0.26
```
Forces are in eV/Å.

lowest unoccupied orbital energy (spin up / spin down): -2.39 / -3.80 eV
multiplicity: 5
E_HOMO (spin up / spin down): -10.27 / -10.27 eV
frontier orbital gap (spin up / spin down): 0.290 / 0.238 Eh
total charge: +1

---

The following relative energy (zero: lowest compared OMol25 entry of this formula, charge and spin) values (in kcal/mol) correspond, in order, to the records above: 0.00 120.27 82.30 22.75.
The following molecular weight values (in u) correspond, in order, to the records above: 756.07 129.18 133.34 641.46.